## w
C22H26MoN3S2 | ωB97M-V/def2-TZVPD

Last column: natural (NBO) charge in e.
Geometry (Å):
H  2.73199  -2.58938  2.19503  0.21
Mo  0.36952  0.28262  0.28557  0.66
H  -4.95353  -0.01990  0.07446  0.22
H  2.49247  -0.15115  -3.55830  0.20
N  -7.59568  -2.24134  -0.14916  -0.35
H  -2.23123  3.15144  0.08934  0.24
C  3.55353  0.05745  1.74696  -0.62
C  -6.45614  -2.20937  0.00802  0.29
H  -0.85873  4.61510  2.16036  0.19
H  3.90675  1.98533  -0.14350  0.21
H  4.60765  -0.13505  1.52438  0.20
H  -1.15786  2.86765  2.34175  0.23
H  2.01088  -3.56714  -1.92945  0.20
C  1.00800  4.32390  0.08100  -0.60
H  1.92649  4.09467  0.61798  0.21
C  -4.32688  -3.35967  0.32379  -0.19
C  -5.06353  -2.15950  0.18522  -0.13
C  1.65127  -1.68951  -0.96987  -0.04
C  3.23457  1.69265  -0.94887  -0.62
S  -2.19682  0.63442  0.40765  -0.15
C  -1.37306  3.67913  -0.31595  -0.61
C  2.21213  -1.66534  0.32695  -0.01
H  -1.21614  3.33644  -1.33766  0.21
C  -0.44080  3.62070  2.01869  -0.61
C  -2.95589  -3.29710  0.57330  -0.18
C  -4.97991  -4.59232  0.19612  0.29
C  -4.40086  -0.93694  0.21809  -0.18
C  -3.02676  -0.87978  0.43062  -0.18
H  3.31733  -3.43569  0.75676  0.21
H  3.28687  -0.50177  2.64251  0.22
C  2.52172  0.41420  -0.60612  -0.10
N  -5.50570  -5.60945  0.07013  -0.34
N  0.24823  2.02491  0.38615  -0.49
H  0.46545  3.51428  2.61273  0.20
H  -1.57568  4.74917  -0.31944  0.19
H  3.43312  1.11828  1.96244  0.22
H  0.78772  -0.60584  -3.42697  0.22
H  1.17510  4.21420  -0.99025  0.20
S  -0.63221  -2.00607  1.09149  -0.21
H  0.73156  5.35736  0.28416  0.20
C  1.16319  -2.92724  -1.66444  -0.64
C  -2.30791  -2.07432  0.67366  -0.17
C  1.57755  -0.00812  -2.97448  -0.62
C  -0.11985  3.36855  0.53303  0.07
C  2.68948  -0.34681  0.58346  -0.11
H  0.50288  -3.50184  -1.01440  0.24
C  2.47669  -2.87203  1.17522  -0.64
H  0.62221  -2.68612  -2.57887  0.21
H  1.29286  1.04239  -3.03969  0.22
H  -2.39492  -4.21214  0.70088  0.22
H  3.82452  1.55944  -1.85882  0.21
H  2.53108  2.50456  -1.11711  0.23
C  1.80796  -0.39859  -1.54225  -0.08
H  1.60937  -3.52934  1.20772  0.24

Computed properties:
gap between HOMO and LUMO = 0.2525 Ha
net charge = -1
E_HOMO = -4.17 eV

## x
C22H26MoN3S2 | ωB97M-V/def2-TZVPD

Last column: natural (NBO) charge in e.
Geometry (Å):
Mo  -0.65800  -0.09771  0.28583  0.54
C  -3.54506  -1.70156  -0.70438  -0.61
H  -0.25366  -3.66514  0.68450  0.25
C  4.99493  0.12324  -0.20664  -0.18
H  3.31881  -2.02299  -2.23634  0.22
C  -3.83785  0.94886  0.94891  -0.62
H  0.72357  3.44813  -0.62541  0.21
H  -1.67753  -4.17754  1.59495  0.21
N  -0.44240  1.09684  -0.95080  -0.47
C  -2.60856  -1.27698  0.38957  -0.12
H  0.61841  -2.39312  2.76156  0.24
N  6.66607  -1.58965  -2.80243  -0.35
S  1.40225  0.34928  1.59459  -0.12
H  -0.00567  -1.30492  3.99326  0.22
H  -3.94310  1.57021  1.83819  0.22
C  4.77308  -0.79402  -1.25637  -0.19
H  0.81526  0.75719  -3.27200  0.22
C  3.49151  -1.30954  -1.44065  -0.21
H  -1.74429  3.39918  -1.05242  0.21
H  1.81564  2.37458  -1.50614  0.22
S  0.90487  -1.78843  -0.80080  -0.16
H  -2.41089  2.29387  -2.26793  0.20
H  -1.01988  0.59926  4.09705  0.22
C  3.92671  0.48008  0.61500  -0.18
C  -1.20872  -1.41429  2.21366  -0.09
C  6.28339  0.66816  0.02973  0.30
H  -1.78741  -3.87695  -0.14791  0.21
C  -0.05887  1.40781  -3.31922  -0.60
C  -1.85664  -0.14148  2.26780  -0.09
C  -1.33165  -3.53506  0.78067  -0.64
C  -1.81410  0.84985  3.39575  -0.62
C  0.91241  2.98040  -1.59254  -0.60
N  7.31901  1.12816  0.23434  -0.35
H  -0.78643  -2.87036  3.72206  0.20
C  -1.67422  -2.10961  1.07814  -0.02
H  -3.61497  -0.94629  -1.48788  0.22
C  -2.74256  -0.06247  1.14521  -0.10
H  -3.20589  -2.62845  -1.16453  0.22
C  2.65438  -0.05191  0.44673  -0.19
H  -2.76344  0.85582  3.94130  0.20
H  4.09324  1.17647  1.42713  0.22
H  -1.46512  3.71002  -2.78400  0.20
H  0.08609  2.14676  -4.11059  0.19
H  -1.62223  1.85953  3.03410  0.22
C  2.43146  -0.97201  -0.60640  -0.06
H  -3.65061  1.60901  0.10097  0.22
C  -0.29564  -2.02470  3.23022  -0.63
C  5.83030  -1.22209  -2.10085  0.31
H  -4.54929  -1.86564  -0.29991  0.20
C  -0.28010  2.08512  -1.95837  0.07
H  1.07117  3.75677  -2.34441  0.19
H  -4.78750  0.44003  0.76828  0.21
H  -0.92936  0.79502  -3.55860  0.21
C  -1.56089  2.93323  -2.02201  -0.59

Computed properties:
gap between HOMO and LUMO = 0.2292 Ha
net charge = -1
E_HOMO = -3.54 eV

## y
C22H26MoN3S2 | ωB97M-V/def2-TZVPD

Last column: natural (NBO) charge in e.
Geometry (Å):
C  -2.43930  -3.14330  0.22566  -0.60
H  -0.68525  2.35199  -2.69429  0.23
H  -3.42783  2.31674  2.44297  0.20
H  1.78423  4.11712  0.91830  0.20
N  6.83697  -2.03223  -2.59631  -0.35
H  -3.50144  2.96435  -1.08599  0.20
C  1.73414  3.08062  0.56971  -0.64
N  -1.23084  -1.20778  0.98867  -0.50
Mo  -0.46165  0.19420  0.33963  0.51
H  -0.69777  -4.36829  1.99761  0.19
C  3.46813  -1.50290  -3.50788  -0.17
C  1.61056  -0.81290  -2.10485  -0.06
H  -3.57196  0.76316  1.61071  0.22
H  -2.74556  -4.16460  0.46816  0.19
H  -2.78122  1.66283  -2.04077  0.22
H  -2.53514  0.90335  3.01976  0.22
S  1.87333  -0.31090  0.59230  -0.10
C  0.31898  2.60258  0.53827  -0.03
C  -0.41532  -3.35688  1.69268  -0.60
S  -0.09053  -0.41652  -1.95018  -0.12
H  0.16469  -2.89140  2.49075  0.22
H  -3.75470  1.27539  -0.63230  0.21
C  -0.38895  2.08303  1.67854  -0.12
H  0.22363  -3.41289  0.81077  0.22
C  2.46982  -0.76405  -0.99188  -0.20
C  5.71719  -1.77842  -2.52030  0.30
C  -3.02233  1.98061  -1.02565  -0.61
N  4.32336  -2.17878  -5.85097  -0.35
H  -3.41968  -1.79380  2.41386  0.21
C  3.81475  -1.08931  -1.15820  -0.17
H  2.33901  2.46511  1.23484  0.23
C  4.32559  -1.45639  -2.39645  -0.18
C  -2.87649  1.42533  2.12615  -0.62
H  -3.32957  -2.54997  0.00914  0.21
H  1.46402  -1.22028  -4.20080  0.22
H  1.15928  1.82014  3.13945  0.22
H  -1.81797  -3.15824  -0.67050  0.23
C  -1.65840  -2.52050  1.38460  0.07
C  -1.79256  2.01579  -0.17111  -0.13
C  -0.52164  2.56305  -0.57041  -0.04
H  -0.47359  4.02117  -2.14163  0.20
H  2.19376  3.03299  -0.41727  0.22
C  3.95429  -1.87567  -4.80406  0.30
H  0.89013  2.89440  -2.15516  0.22
C  -0.17931  2.98202  -1.96368  -0.63
C  -2.54402  -2.40962  2.62705  -0.60
C  0.11155  2.11929  3.09025  -0.62
C  2.12630  -1.18316  -3.34509  -0.21
H  4.47540  -1.05387  -0.30120  0.22
C  -1.72434  1.80203  1.24425  -0.08
H  0.02847  3.12277  3.52290  0.20
H  -0.45035  1.43440  3.72523  0.21
H  -1.98709  -1.94492  3.44275  0.21
H  -2.88279  -3.39691  2.95200  0.20

Computed properties:
gap between HOMO and LUMO = 0.2523 Ha
net charge = -1
E_HOMO = -4.14 eV

Which of them is most stable, and which least? Most stable: y; least stable: w.

## w
C4H11NO3 | ωB97M-V/def2-TZVPD

Last column: Mulliken spin population.
Geometry (Å):
H  -2.16040  -0.57991  -0.69701  0.00
H  -1.01392  -1.11166  1.23027  0.00
O  -2.67672  0.08413  -1.18127  0.00
H  -0.00310  1.89922  -0.08695  0.01
O  -0.98848  -1.73527  0.49440  0.02
H  -2.05889  1.72379  1.78651  0.00
N  2.51116  -0.12023  0.22427  -0.06
H  -2.99356  -0.38789  -1.95798  0.00
C  0.73842  1.12104  -0.29710  0.10
H  -0.07317  -1.64359  0.13970  0.00
C  1.92976  1.12230  0.47003  0.39
C  1.87479  -0.82867  -0.75006  0.40
C  0.78866  -0.02390  -1.17210  0.11
H  -2.83872  0.66609  1.07652  0.00
O  -2.13554  0.76684  1.75324  0.00
H  3.18926  -0.52264  0.85897  0.00
H  2.41769  1.83462  1.10802  0.01
H  0.18649  -0.46888  -1.90028  0.01
H  2.20985  -1.77037  -1.07357  0.02

Computed properties:
2S+1 = 2
gap between HOMO and LUMO (alpha / beta) = 0.3802 / 0.2301 Ha
net charge = +1
E_HOMO (alpha / beta) = -14.54 / -14.54 eV

## x
C4H11NO3 | ωB97M-V/def2-TZVPD

Last column: Mulliken spin population.
Geometry (Å):
H  0.03617  0.66837  -1.32592  0.08
C  -0.50753  -1.14850  0.48941  0.02
C  0.39466  2.47930  -0.15111  0.00
O  0.65256  -1.83225  2.41265  0.00
H  0.74967  0.33577  1.12298  -0.02
H  -1.40046  1.32087  -0.50867  0.03
H  1.45330  2.38282  -0.41473  0.00
H  0.60073  -1.42611  -3.14124  0.00
H  0.36445  2.73501  0.91015  0.00
H  0.65327  -2.38916  3.21482  0.00
H  0.28703  -1.60613  -0.11823  0.05
H  -0.06627  3.26974  -0.74406  0.00
O  -1.49287  -2.48255  2.25173  0.02
C  -0.32420  1.14752  -0.40826  0.02
H  0.69019  0.12451  -3.06188  0.00
O  0.08441  -0.62099  -3.00953  0.01
C  -0.56199  -1.88165  1.83428  0.01
H  -1.43842  -1.30936  -0.04179  0.01
N  -0.17470  0.23280  0.68942  0.74

Computed properties:
2S+1 = 2
gap between HOMO and LUMO (alpha / beta) = 0.4389 / 0.2574 Ha
net charge = +1
E_HOMO (alpha / beta) = -15.21 / -15.17 eV

Which of them is most stable, and which least? Most stable: x; least stable: w.